(1)
DFT (wB97M-V/def2-TZVPD) results for C38H42MnN6O2P as an isolated structure.

Last column: Löwdin charge in e.
Atoms and positions in Å:
Mn1 0.20418 -1.85557 1.14912  0.62
C1 -2.49881 -4.17285 1.32770  -0.03
C2 -2.72117 -2.97401 2.18692  -0.27
C3 -3.98911 -2.77560 2.73043  0.00
C4 -4.24622 -1.66920 3.50830  -0.03
C5 -3.23582 -0.74529 3.68535  -0.01
C6 -2.00642 -0.98453 3.09446  -0.20
N1 -1.71791 -2.10086 2.39891  0.12
C7 -0.92769 0.02826 3.17095  -0.18
C8 -1.09229 1.30383 3.70001  0.02
C9 0.00272 2.14805 3.73758  -0.01
C10 1.24407 1.68676 3.32061  0.01
C11 1.32967 0.39719 2.82084  -0.19
N2 0.24693 -0.37195 2.68887  0.10
C12 2.60826 -0.26967 2.45615  -0.20
C13 3.82721 0.34223 2.71094  0.00
C14 4.98825 -0.32359 2.36914  -0.03
C15 4.88458 -1.56041 1.76567  -0.01
C16 3.62859 -2.11449 1.53260  -0.29
C17 3.53891 -3.43765 0.84451  -0.03
N3 2.49700 -1.48820 1.89729  0.11
H1 -3.42037 -4.74406 1.23509  0.09
H2 -1.74524 -4.81704 1.76898  0.07
H3 -2.18702 -3.85605 0.33063  0.07
H4 -4.76058 -3.50475 2.53301  0.12
H5 -5.22015 -1.51362 3.95208  0.12
H6 -3.41466 0.14990 4.25922  0.11
H7 -2.05322 1.64060 4.05496  0.11
H8 -0.10286 3.15518 4.11568  0.12
H9 2.11217 2.32464 3.38013  0.11
H10 3.87699 1.30658 3.19150  0.11
H11 5.95476 0.12135 2.56257  0.12
H12 5.76661 -2.10602 1.46272  0.12
H13 4.50377 -3.71566 0.42495  0.09
H14 2.80936 -3.39562 0.04140  0.04
H15 3.23509 -4.21392 1.54636  0.09
O1 -2.22819 -2.17878 -1.81370  0.04
C18 -1.76898 -1.25547 -1.16263  -0.69
O2 -1.24209 -1.35754 0.00608  -0.21
C19 -1.72666 0.15024 -1.76787  -0.24
P1 -1.31412 1.50288 -0.57554  1.08
C20 -3.01281 2.03859 -0.14384  -0.36
C21 -3.57932 3.26512 -0.46593  -0.08
C22 -4.87383 3.56877 -0.06531  -0.08
C23 -5.62219 2.64661 0.64818  -0.09
C24 -5.06877 1.41224 0.96383  -0.08
C25 -3.77237 1.11738 0.57868  -0.11
C26 -0.77599 2.85928 -1.68338  -0.42
C27 -0.21628 3.97885 -1.06279  -0.14
C28 0.27726 5.03826 -1.80419  -0.08
C29 0.23671 4.99178 -3.19184  -0.08
C30 -0.31468 3.88835 -3.82316  -0.08
C31 -0.82493 2.83569 -3.07457  -0.09
H16 -2.66364 0.34131 -2.29448  0.11
H17 -0.92829 0.10769 -2.51404  0.07
H18 -3.01473 3.99266 -1.03464  0.10
H19 -5.30171 4.52730 -0.32372  0.11
H20 -6.63309 2.88338 0.94931  0.10
H21 -5.65091 0.67849 1.50617  0.10
H22 -3.34905 0.14884 0.81652  0.09
H23 -0.16158 4.01126 0.02026  0.10
H24 0.70077 5.89843 -1.30360  0.10
H25 0.62544 5.81503 -3.77530  0.10
H26 -0.36394 3.85134 -4.90305  0.11
H27 -1.27517 2.00013 -3.59232  0.10
C32 2.79709 1.71794 -1.71042  -0.05
C33 3.44219 0.33891 -1.63436  -0.19
N4 2.66266 -0.73152 -2.25240  -0.07
C34 2.90220 -1.02012 -3.66619  -0.20
C35 1.97545 -0.26367 -4.61110  -0.06
C36 1.69840 -1.36910 -1.55039  -0.38
C37 1.04431 -2.56847 -2.17627  0.01
N5 1.28841 -0.96585 -0.38770  0.10
H28 3.45556 2.46350 -1.26423  0.08
H29 1.84255 1.74958 -1.18423  0.05
H30 2.61136 2.01199 -2.74172  0.07
H31 3.62956 0.06533 -0.59074  0.10
H32 4.41781 0.34783 -2.12333  0.12
H33 2.82038 -2.09271 -3.83484  0.11
H34 3.94021 -0.75366 -3.87045  0.12
H35 0.92915 -0.44090 -4.36181  0.07
H36 2.13614 -0.59086 -5.63758  0.08
H37 2.15274 0.80961 -4.56866  0.06
H38 1.77257 -3.35285 -2.38613  0.09
H39 0.56387 -2.30481 -3.11660  0.09
H40 0.27197 -2.94932 -1.51751  0.05
H41 1.74196 -0.10758 -0.09238  0.05
N6 0.63641 -4.93477 0.73789  0.21
C38 0.47543 -3.79334 0.88937  -0.09
H42 0.71522 -5.91717 0.58295  0.12

Its energy relative to the best compared isomer or geometry (same formula, charge and spin) is 0.0 kcal/mol. The value obtained for the LUMO energy (spin up / spin down) is -3.0 / -2.9 eV. The expectation value of S² is 1.02. As for the maximum force: 0.0135 hartree/bohr. Its charge is +1. The spin multiplicity is 2. The gap between HOMO and LUMO (spin up / spin down) is 7.03 / 7.14 eV. As for the HOMO energy (spin up / spin down): -10.028 / -10.022 eV. Its electronic energy is -93728.7245 eV.

=====

(2)
DFT (wB97M-V/def2-TZVPD) results for a 6-piece molecular cluster, C38H42N6O16 overall.

Last column: Löwdin charge in e.
Atoms and positions in Å:
O1 4.78289 -0.39166 1.29802  0.08
N1 4.74363 0.82491 1.39523  -0.33
O2 3.78169 1.51453 1.07857  0.06
C1 5.92788 1.50561 1.92268  -0.14
C2 7.05597 0.75982 2.25996  0.00
C3 8.18688 1.41282 2.73807  -0.07
C4 8.18451 2.79742 2.88042  -0.07
C5 7.05106 3.53535 2.55157  -0.06
C6 5.91641 2.89123 2.06999  0.00
H1 7.07047 -0.31940 2.15359  0.12
H2 9.07269 0.84260 2.99739  0.11
H3 9.07131 3.30436 3.24882  0.11
H4 7.05397 4.61398 2.66739  0.11
H5 5.04074 3.47787 1.81435  0.12
O3 4.72226 -3.78601 1.28590  0.07
N2 3.52986 -3.68289 1.03258  -0.34
O4 2.68296 -3.31154 1.83206  0.05
C7 3.08722 -4.03160 -0.31889  -0.14
C8 4.01664 -4.49289 -1.24972  0.00
C9 3.58732 -4.84532 -2.52480  -0.06
C10 2.24208 -4.73225 -2.86332  -0.07
C11 1.32063 -4.26129 -1.93259  -0.06
C12 1.74028 -3.90893 -0.65420  0.00
H6 5.06735 -4.58559 -0.99828  0.12
H7 4.30114 -5.21150 -3.25516  0.11
H8 1.91004 -5.01369 -3.85851  0.10
H9 0.27376 -4.17261 -2.20336  0.11
H10 1.01195 -3.54626 0.06289  0.12
O5 2.92345 -3.03080 -6.04169  0.06
N3 1.75306 -2.69239 -5.90181  -0.34
O6 0.79817 -3.46194 -5.93524  0.06
C13 1.47602 -1.27097 -5.68533  -0.14
C14 2.52946 -0.35839 -5.67775  0.00
C15 2.25897 0.99333 -5.49554  -0.06
C16 0.94761 1.42384 -5.31849  -0.08
C17 -0.09887 0.50649 -5.31675  -0.07
C18 0.16156 -0.84678 -5.50108  0.01
H11 3.55554 -0.68121 -5.81468  0.12
H12 3.07084 1.71305 -5.49456  0.11
H13 0.73967 2.48098 -5.18208  0.11
H14 -1.11904 0.84780 -5.17542  0.11
H15 -0.66301 -1.55112 -5.50093  0.12
O7 -0.09552 2.25891 -8.11244  0.07
N4 -1.26222 2.59616 -7.97124  -0.34
O8 -2.21291 1.82786 -8.00324  0.07
C19 -1.54002 4.01767 -7.75287  -0.15
C20 -0.48712 4.93092 -7.74629  0.00
C21 -0.75800 6.28265 -7.56238  -0.07
C22 -2.06946 6.71265 -7.38265  -0.07
C23 -3.11543 5.79439 -7.37995  -0.06
C24 -2.85437 4.44093 -7.56595  0.00
H16 0.53899 4.60873 -7.88536  0.12
H17 0.05355 7.00274 -7.56212  0.11
H18 -2.27768 7.76941 -7.24492  0.11
H19 -4.13537 6.13497 -7.23648  0.11
H20 -3.67848 3.73596 -7.56493  0.12
O9 -9.54381 2.33067 0.09507  0.07
N5 -8.46605 2.05365 0.60204  -0.35
O10 -7.55597 2.85182 0.77171  0.07
C25 -8.24918 0.66975 1.03075  -0.14
C26 -9.24778 -0.27953 0.82122  0.00
C27 -9.02811 -1.59743 1.20809  -0.07
C28 -7.82238 -1.95778 1.80233  -0.07
C29 -6.83326 -1.00284 2.01819  -0.07
C30 -7.04279 0.31693 1.63210  0.00
H21 -10.19150 -0.01169 0.35918  0.12
H22 -9.79636 -2.34563 1.04353  0.11
H23 -7.65208 -2.98865 2.09802  0.11
H24 -5.89648 -1.28939 2.48447  0.09
H25 -6.26263 1.05086 1.80301  0.12
C31 2.28362 -1.58641 4.88141  -0.11
C32 1.97783 -2.75116 5.96738  -0.22
C33 0.70135 -3.65882 5.52420  -0.18
N6 -0.60679 -2.98436 5.78502  -0.06
O11 -1.22814 -2.58901 4.61484  -0.06
C34 -2.64354 -2.59036 4.73557  -0.40
O12 -3.28339 -3.43382 4.05132  0.12
O13 -3.40096 -1.68260 5.52372  0.00
C35 -3.74500 -0.51955 4.72124  -0.18
O14 -3.53202 0.74375 5.36504  -0.06
C36 -2.14473 0.97276 5.68916  -0.20
O15 -1.47145 1.85882 4.73453  -0.12
C37 -0.56492 1.00707 3.97854  -0.18
C38 0.29484 1.79799 2.86765  -0.18
O16 1.62943 2.16795 3.36461  -0.12
H26 2.97190 -0.78852 5.32451  0.08
H27 1.25766 -1.15752 4.56727  0.05
H28 2.73412 -2.01550 3.89712  0.07
H29 2.85873 -3.49239 6.06820  0.11
H30 1.69766 -2.29691 6.98067  0.10
H31 0.81596 -4.06102 4.45892  0.13
H32 0.73607 -4.58910 6.21060  0.12
H33 -0.44737 -2.13655 6.35808  0.11
H34 -4.86516 -0.55063 4.43831  0.15
H35 -3.18230 -0.62668 3.72013  0.15
H36 -1.53889 0.02467 5.89584  0.13
H37 -2.14330 1.56585 6.68199  0.16
H38 -1.16154 0.19055 3.44486  0.12
H39 0.20698 0.58840 4.72778  0.12
H40 0.48715 1.04325 2.01253  0.13
H41 -0.24168 2.70378 2.42444  0.13
H42 2.26334 1.67245 2.79635  0.05

The value obtained for the LUMO energy is -0.8 eV. As for the maximum force: 0.1030 hartree/bohr. The SMILES is O=[N+]([O-])c1ccccc1.O=[N+]([O-])c1ccccc1.O=[N+]([O-])c1ccccc1.O=[N+]([O-])c1ccccc1.O=[N+]([O-])c1ccccc1.CCCNOC(=O)OCOCOCCO. The gap between HOMO and LUMO is 8.46 eV. As for the HOMO energy: -9.271 eV. Its electronic energy is -81768.6228 eV.